(1)
Density functional theory data (ωB97M-V/def2-TZVPD) for a 6-piece molecular cluster, C32H54ClNO18 overall at a distorted geometry.

Each line ends with the Löwdin charge.
Atoms and positions in Å:
1 C -5.052 -1.709 6.336  -0.108
2 C -6.054 -2.363 5.374  -0.240
3 C -7.043 -1.357 4.753  -0.627
4 Cl -7.799 -0.322 5.994  0.674
5 C -6.316 -0.575 3.692  -0.183
6 C -5.885 0.666 3.848  0.047
7 C -5.145 1.284 2.703  -0.305
8 O -5.320 2.421 2.362  0.131
9 C -4.227 0.329 1.972  -0.145
10 N -2.966 0.760 1.475  -0.014
11 C -2.450 1.925 2.248  -0.034
12 C -2.002 -0.326 1.689  -0.469
13 C -1.617 -1.189 0.505  0.018
14 O -1.508 -0.537 2.761  0.126
15 C -4.699 -0.905 1.792  0.077
16 C -6.026 -1.246 2.374  -0.340
17 O -6.812 -1.983 1.841  0.133
18 H -5.260 -1.924 7.382  0.072
19 H -4.045 -2.063 6.133  0.073
20 H -5.055 -0.629 6.233  0.050
21 H -6.621 -3.171 5.829  0.110
22 H -5.476 -2.798 4.559  0.109
23 H -7.850 -1.894 4.262  0.106
24 H -6.040 1.244 4.745  0.108
25 H -2.494 1.782 3.326  0.101
26 H -3.011 2.823 2.014  0.081
27 H -1.427 2.129 1.950  0.083
28 H -0.542 -1.064 0.393  0.084
29 H -2.156 -0.889 -0.387  0.086
30 H -1.781 -2.228 0.777  0.090
31 H -4.172 -1.668 1.242  0.123
32 C 1.845 -1.166 -5.022  -0.060
33 C 1.442 -0.101 -4.023  -0.207
34 O 1.433 -0.607 -2.679  0.032
35 C 2.630 -0.739 -2.109  -0.615
36 O 3.689 -0.449 -2.600  0.126
37 O 2.448 -1.240 -0.886  -0.006
38 C 3.662 -1.504 -0.174  -0.032
39 H 1.211 -2.048 -4.920  0.073
40 H 1.758 -0.785 -6.039  0.083
41 H 2.875 -1.485 -4.863  0.078
42 H 0.420 0.223 -4.218  0.121
43 H 2.084 0.777 -4.087  0.123
44 H 4.296 -0.621 -0.141  0.083
45 H 4.197 -2.333 -0.634  0.102
46 H 3.384 -1.781 0.839  0.097
47 C -2.160 6.998 -1.988  -0.067
48 C -3.420 6.803 -2.805  -0.215
49 O -3.824 5.428 -2.840  0.034
50 C -4.425 4.982 -1.735  -0.613
51 O -4.674 5.631 -0.753  0.127
52 O -4.716 3.696 -1.916  0.009
53 C -5.313 3.062 -0.778  -0.035
54 H -1.365 6.346 -2.353  0.080
55 H -1.824 8.034 -2.050  0.079
56 H -2.331 6.755 -0.940  0.074
57 H -3.237 7.079 -3.842  0.121
58 H -4.238 7.424 -2.437  0.123
59 H -6.191 3.607 -0.441  0.100
60 H -4.590 2.980 0.029  0.070
61 H -5.610 2.064 -1.092  0.097
62 C 2.913 6.687 4.209  -0.066
63 C 2.272 5.510 4.913  -0.210
64 O 1.479 4.719 4.014  0.039
65 C 2.165 3.912 3.208  -0.612
66 O 3.359 3.771 3.186  0.125
67 O 1.291 3.274 2.426  -0.001
68 C 1.896 2.419 1.453  -0.037
69 H 2.156 7.283 3.697  0.082
70 H 3.433 7.320 4.928  0.080
71 H 3.631 6.354 3.461  0.074
72 H 1.579 5.865 5.674  0.122
73 H 3.013 4.882 5.407  0.124
74 H 2.582 1.716 1.921  0.096
75 H 2.417 3.013 0.703  0.101
76 H 1.091 1.867 0.974  0.084
77 C 0.441 -7.943 -7.106  -0.065
78 C 0.580 -7.143 -5.828  -0.211
79 O 0.733 -5.741 -6.093  0.037
80 C -0.384 -5.096 -6.420  -0.612
81 O -1.488 -5.569 -6.486  0.127
82 O -0.068 -3.820 -6.657  -0.008
83 C -1.168 -3.018 -7.092  -0.039
84 H 1.279 -7.741 -7.775  0.082
85 H 0.416 -9.010 -6.884  0.080
86 H -0.474 -7.682 -7.636  0.075
87 H 1.485 -7.439 -5.301  0.122
88 H -0.263 -7.306 -5.157  0.124
89 H -2.003 -3.088 -6.398  0.097
90 H -1.481 -3.320 -8.090  0.099
91 H -0.813 -1.991 -7.124  0.087
92 C 9.115 -4.474 0.762  -0.066
93 C 9.183 -3.651 2.031  -0.211
94 O 9.285 -2.248 1.751  0.040
95 C 8.152 -1.654 1.383  -0.612
96 O 7.072 -2.178 1.291  0.116
97 O 8.420 -0.373 1.131  0.010
98 C 7.301 0.379 0.656  -0.039
99 H 9.963 -4.246 0.115  0.082
100 H 9.129 -5.538 1.000  0.080
101 H 8.205 -4.259 0.203  0.073
102 H 10.084 -3.902 2.588  0.122
103 H 8.329 -3.841 2.681  0.123
104 H 6.455 0.293 1.336  0.091
105 H 7.019 0.044 -0.342  0.098
106 H 7.618 1.416 0.609  0.095

Output
**DFT total energy**: -84927.0493 eV
**SMILES**: CC[C@@H](Cl)C1=CC(=O)C(N(C)C(C)=O)=CC1=O.CCOC(=O)OC.CCOC(=O)OC.CCOC(=O)OC.CCOC(=O)OC.CCOC(=O)OC
**HOMO level**: -0.3452 hartree



(2)
Density functional theory data (ωB97M-V/def2-TZVPD) for a 15-piece molecular cluster, H30O15 overall at a distorted geometry.

Each line ends with the Löwdin charge.
Atoms and positions in Å:
1 O 0.758 -0.782 0.157  -0.021
2 H 0.556 -1.709 0.275  -0.007
3 H -0.020 -0.267 0.395  0.008
4 O -1.693 4.266 0.242  -0.039
5 H -1.349 5.124 0.512  0.055
6 H -0.879 3.757 0.333  -0.025
7 O 0.236 -2.337 3.280  -0.052
8 H -0.604 -1.890 3.076  0.030
9 H -0.175 -2.704 4.082  0.064
10 O 3.474 0.126 3.022  -0.051
11 H 4.179 0.411 2.438  0.031
12 H 3.064 -0.654 2.664  0.014
13 O -1.447 1.081 2.947  -0.048
14 H -0.797 0.381 2.785  0.019
15 H -1.995 0.804 2.204  0.008
16 O -0.894 -2.942 -1.128  -0.056
17 H -0.932 -3.361 -2.000  0.090
18 H -1.700 -3.356 -0.804  0.046
19 O 0.377 0.525 -4.094  -0.088
20 H -0.170 0.503 -3.298  -0.017
21 H 1.081 -0.144 -3.913  0.033
22 O -1.748 1.254 -2.364  -0.036
23 H -1.838 1.995 -1.750  0.046
24 H -2.509 0.724 -2.078  0.048
25 O 1.291 -3.972 -0.341  -0.043
26 H 1.374 -4.369 0.471  -0.015
27 H 0.574 -3.308 -0.482  -0.028
28 O 0.979 3.051 0.652  -0.041
29 H 1.390 3.921 0.610  0.071
30 H 1.771 2.528 0.513  0.044
31 O -1.282 1.355 0.440  -0.101
32 H -1.122 2.271 0.695  0.025
33 H -1.045 1.129 -0.478  0.039
34 O 2.825 2.623 -1.509  -0.046
35 H 1.873 2.669 -1.490  0.014
36 H 3.147 1.799 -1.894  0.029
37 O 2.293 -0.076 -2.451  -0.055
38 H 1.773 0.724 -2.484  0.002
39 H 1.880 -0.647 -1.792  0.038
40 O -3.371 -0.171 -0.266  -0.050
41 H -2.876 -0.769 0.299  0.030
42 H -3.085 0.716 -0.007  0.019
43 O -1.665 -3.788 1.237  -0.043
44 H -1.886 -4.611 0.811  0.053
45 H -0.785 -3.563 1.532  0.007

Output
**DFT total energy**: -31198.2589 eV
**ΔE to the lowest compared entry with this formula, charge and spin**: 328.70 kJ/mol
**HOMO level**: -0.3955 hartree



(3)
Density functional theory data (ωB97M-V/def2-TZVPD) for a 7-piece molecular cluster, C20H45N4O8 overall at a distorted geometry.

Each line ends with the Löwdin charge.
Atoms and positions in Å:
1 O -0.089 0.153 -0.972  0.151
2 H 0.518 0.977 -1.138  0.095
3 H -0.722 0.017 -1.733  0.094
4 H 0.481 -0.642 -0.831  0.106
5 O 2.182 -1.522 -1.928  0.009
6 C 2.957 -2.462 -1.796  -0.572
7 N 2.699 -3.383 -0.849  0.176
8 C 4.271 -2.562 -2.521  0.007
9 H 1.835 -3.169 -0.343  0.073
10 H 3.243 -4.179 -0.583  0.107
11 H 5.016 -3.004 -1.865  0.081
12 H 4.543 -1.528 -2.752  0.082
13 H 4.241 -3.028 -3.504  0.088
14 O -1.175 -1.198 -2.856  0.003
15 C -2.004 -2.102 -2.929  -0.543
16 N -3.152 -2.044 -2.225  0.194
17 C -1.836 -3.266 -3.871  0.014
18 H -3.787 -2.820 -2.251  0.105
19 H -3.281 -1.258 -1.596  0.072
20 H -1.529 -2.848 -4.831  0.093
21 H -2.775 -3.797 -4.003  0.078
22 H -1.003 -3.898 -3.570  0.091
23 O -0.086 -2.920 0.047  0.001
24 C -0.739 -3.168 1.065  -0.554
25 N -0.917 -2.218 1.999  0.184
26 C -1.529 -4.437 1.230  0.003
27 H -0.577 -1.289 1.776  0.066
28 H -1.448 -2.356 2.839  0.105
29 H -0.990 -5.319 0.887  0.088
30 H -2.423 -4.403 0.607  0.087
31 H -1.807 -4.595 2.272  0.078
32 C 0.020 3.817 -0.478  -0.066
33 C 1.447 3.371 -0.813  -0.233
34 N 1.501 2.176 -1.662  -0.216
35 C 2.827 1.580 -1.660  -0.251
36 C 3.336 1.040 -0.331  -0.065
37 C 1.076 2.578 -3.013  -0.221
38 C 1.136 1.460 -4.063  -0.064
39 H -0.413 4.359 -1.318  0.070
40 H -0.020 4.498 0.372  0.076
41 H -0.576 2.941 -0.218  0.066
42 H 2.056 4.204 -1.187  0.128
43 H 1.951 3.126 0.128  0.104
44 H 2.838 0.725 -2.332  0.080
45 H 3.540 2.284 -2.124  0.134
46 H 2.506 0.563 0.207  0.063
47 H 4.048 0.236 -0.488  0.075
48 H 3.649 1.778 0.408  0.069
49 H 1.719 3.379 -3.401  0.126
50 H 0.054 2.949 -2.979  0.113
51 H 2.164 1.131 -4.208  0.070
52 H 0.750 1.788 -5.028  0.081
53 H 0.553 0.574 -3.797  0.062
54 O -3.026 0.345 -0.515  0.097
55 C -3.685 0.492 0.483  -0.467
56 O -4.897 -0.055 0.634  0.046
57 C -5.304 0.042 2.015  -0.142
58 C -4.556 1.251 2.550  -0.137
59 C -3.213 1.104 1.789  -0.055
60 H -5.110 -0.854 2.610  0.128
61 H -6.391 0.118 1.973  0.131
62 H -4.373 1.149 3.622  0.114
63 H -5.055 2.210 2.435  0.121
64 H -2.540 0.409 2.281  0.110
65 H -2.781 2.082 1.592  0.125
66 O 0.419 0.418 2.189  0.082
67 C 0.880 0.950 3.168  -0.470
68 O 2.084 1.527 3.150  0.034
69 C 2.385 2.150 4.408  -0.132
70 C 1.066 2.214 5.185  -0.132
71 C 0.322 1.022 4.572  -0.068
72 H 2.738 3.157 4.188  0.129
73 H 3.162 1.581 4.915  0.132
74 H 0.536 3.152 5.027  0.119
75 H 1.214 2.090 6.255  0.118
76 H -0.766 1.032 4.563  0.118
77 H 0.614 0.124 5.125  0.137

Output
**DFT total energy**: -43808.0459 eV
**ΔE to the lowest compared entry with this formula, charge and spin**: 3.85 kJ/mol
**HOMO level**: -0.4351 hartree
**Charge**: +1



(4)
Density functional theory data (ωB97M-V/def2-TZVPD) for a 3-piece molecular cluster, C4H15NO2 overall at a distorted geometry.

Each line ends with the Löwdin charge.
Atoms and positions in Å:
1 C 0.736 3.469 0.609  -0.125
2 N -0.048 2.282 0.875  -0.130
3 C -2.189 1.092 0.892  -0.081
4 C -1.105 1.760 0.080  -0.480
5 C -0.629 0.685 -0.977  -0.068
6 H 1.562 3.258 -0.094  0.069
7 H 1.227 3.768 1.528  0.074
8 H 0.108 4.210 0.100  0.074
9 H 0.021 2.007 1.847  0.107
10 H -3.074 1.019 0.268  0.076
11 H -2.418 1.617 1.824  0.076
12 H -1.870 0.104 1.236  0.080
13 H -1.479 2.603 -0.524  0.130
14 H -0.033 -0.051 -0.445  0.072
15 H -0.129 1.062 -1.870  0.061
16 H -1.559 0.316 -1.426  0.065
17 H 3.813 -5.159 2.911  0.027
18 H 2.938 -6.143 2.102  0.054
19 O 3.873 -5.942 2.351  -0.081
20 H 0.542 -3.347 -3.587  0.036
21 H -0.449 -4.377 -4.215  0.031
22 O 0.164 -4.233 -3.486  -0.068

Output
**DFT total energy**: -9975.4925 eV
**ΔE to the lowest compared entry with this formula, charge and spin**: 153.77 kJ/mol
**SMILES**: CNC(C)C.O.O
**HOMO level**: -0.2951 hartree



(5)
Density functional theory data (ωB97M-V/def2-TZVPD) for a 2-piece molecular cluster, C5H14 overall.

Each line ends with the Löwdin charge.
Atoms and positions in Å:
1 C -0.427 2.484 -0.475  -0.179
2 C -0.682 3.268 0.806  -0.167
3 H -0.015 3.118 -1.258  0.062
4 H 0.338 1.720 -0.301  0.051
5 H -1.300 1.982 -0.893  0.060
6 H 0.178 3.906 1.002  0.060
7 H -1.530 3.937 0.689  0.059
8 H -0.811 2.648 1.686  0.058
9 C 0.127 -1.777 0.319  -0.334
10 C 0.750 -3.149 0.515  -0.134
11 C 0.200 -1.279 -1.116  -0.123
12 H -0.913 -1.784 0.666  0.100
13 H 0.602 -1.081 1.017  0.096
14 H 0.133 -3.961 0.134  0.067
15 H -0.224 -2.028 -1.783  0.074
16 H 0.938 -3.415 1.560  0.067
17 H 1.725 -3.197 0.034  0.068
18 H -0.320 -0.326 -1.199  0.040
19 H 1.233 -1.067 -1.402  0.075

Output
**DFT total energy**: -5411.9471 eV
**ΔE to the lowest compared entry with this formula, charge and spin**: 9.89 kJ/mol
**SMILES**: CCC.CC
**HOMO level**: -0.4174 hartree



(6)
Density functional theory data (ωB97M-V/def2-TZVPD) for C4H8N2O as an isolated structure at a distorted geometry.

Each line ends with the Löwdin charge.
Atoms and positions in Å:
1 C -0.125 2.030 -1.742  -0.189
2 C 0.701 -0.064 -1.081  -0.184
3 C 0.913 -1.112 -0.194  -0.087
4 C -0.067 -1.659 0.795  -0.210
5 H -0.769 1.753 -2.882  0.148
6 H 1.346 2.211 -2.089  0.193
7 H -0.722 2.887 -1.041  0.134
8 H 1.386 0.114 -1.860  0.074
9 H 2.055 -1.382 -0.257  0.134
10 H -0.508 -2.798 0.553  0.145
11 H -1.491 0.590 2.269  0.172
12 H 0.033 0.789 1.151  0.128
13 N -0.651 -1.082 1.816  -0.128
14 N -0.442 0.183 1.971  -0.081
15 O -0.277 0.870 -1.127  -0.250

Output
**DFT total energy**: -9298.2565 eV
**ΔE to the lowest compared entry with this formula, charge and spin**: 785.07 kJ/mol
**HOMO level**: -0.3094 hartree